# 1
Density functional theory data (the ωB97M-V functional and the def2-TZVPD basis) for a cluster of 3 separate species, C4H14N2O in total.

Output
**Total charge**: 0
**SMILES string**: NC(N)=O.CC.C
**Frontier orbital gap**: 9.9 eV
**Lowest unoccupied orbital energy**: 0.69 eV
**E_HOMO**: -9.186 eV

Positions of all 21 atoms, in Å:
C 1.4474 -1.0407 0.2645
C 0.6229 1.6837 -0.0413
N 2.7140 -0.5673 0.0908
N 0.9711 -1.0455 1.5481
O 0.7890 -1.4996 -0.6792
H -0.5876 -0.8072 -0.9787
H -0.0083 -1.2613 1.6493
H 3.0858 -0.6305 -0.8417
H 3.2435 -0.2152 0.8646
H 1.3751 -0.4334 2.2288
H 1.3025 1.7320 0.8057
H 1.2146 1.7793 -0.9480
H -0.0214 2.5590 0.0240
C -1.6056 -0.1547 -1.1881
C -2.5079 -0.2103 0.0435
H -2.5449 -1.2268 0.4413
H -2.0079 -0.8165 -1.9590
H -1.6696 0.8237 -1.6680
H -0.1554 0.7928 -0.2958
H -2.1282 0.4441 0.8291
H -3.5291 0.0942 -0.1900

Forces on atoms 1 to 6 (eV/Å):
C -0.202 -0.692 -0.551
C -2.053 -0.770 -1.253
N -0.478 -0.287 0.034
N 0.017 -0.256 -0.194
O 1.561 -0.286 0.950
H -2.410 2.697 -0.706

Mulliken population analysis, charges in e, atoms 1 to 6: number 1, C, carries 0.45; number 2, C, carries -0.98; number 3, N, carries -0.36; number 4, N, carries -0.35; number 5, O, carries -0.72; number 6, H, carries 0.31

=====

# 2
Density functional theory data (the ωB97M-V functional and the def2-TZVPD basis) for a structure of composition C26H31CrN2O8.

Output
**Total charge**: 0
**⟨S²⟩**: 3.84
**Multiplicity**: 4
**Frontier orbital gap (alpha / beta)**: 7.4 / 8.1 eV
**Lowest unoccupied orbital energy (alpha / beta)**: -0.94 / -0.95 eV
**E_HOMO (alpha / beta)**: -8.378 / -9.035 eV

Positions of all 68 atoms, in Å:
O -0.6266 -0.5348 -4.1701
C -0.6593 0.5191 -5.2223
C -0.3794 -0.4049 -6.3918
H 0.1236 1.2590 -5.0029
H -1.6467 1.0082 -5.3267
C -0.3985 -1.4728 -5.2690
H 0.5730 -0.2512 -6.9005
H -1.2191 -0.4584 -7.0979
C 0.9184 -2.2211 -5.1824
H 1.7414 -1.5917 -4.8209
H 1.1833 -2.5997 -6.1815
H 0.8181 -3.0842 -4.5157
C -1.5737 -2.4156 -5.3993
H -2.5065 -1.8487 -5.3103
H -1.5292 -3.1509 -4.5885
H -1.5341 -2.9269 -6.3787
Cr -0.6623 -1.3434 0.6691
C -2.7700 -1.5871 1.9232
C -2.5648 -0.1861 1.9226
C -2.2028 0.2288 0.5886
H -2.8217 0.4729 2.7463
C -2.4552 -0.9166 -0.3100
C -2.7529 -2.0414 0.5606
H -3.0527 -3.0365 0.2498
H -3.0243 -2.1922 2.7980
H -1.9131 1.2355 0.3173
H -2.4660 -0.9102 -1.3981
C 0.5727 -2.8323 1.7261
C -0.2680 -3.4703 0.7323
C 0.1082 -2.9630 -0.5593
H -1.0398 -4.2115 0.9575
C 1.1540 -1.9849 -0.3728
C 1.4451 -1.9068 1.0439
H 2.2330 -1.3118 1.4989
H 0.5751 -3.0509 2.7955
H -0.2549 -3.3102 -1.5281
H 1.7352 -1.5108 -1.1566
O 1.8357 1.7309 -2.7618
C 0.8234 1.1336 -1.9050
C -0.4491 1.9531 -2.0495
H 1.1786 1.1083 -0.8473
H 0.6827 0.0711 -2.1667
C 0.0323 3.3537 -2.5446
H -0.9924 2.0174 -1.1050
H -1.0506 1.5023 -2.8466
C 1.4435 3.1034 -3.1039
H 0.0662 4.0720 -1.6943
H -0.5951 3.8439 -3.3153
H 2.1435 3.8300 -2.6283
H 1.4736 3.2314 -4.2043
O -0.4652 -1.0372 3.6816
C 0.1366 0.0300 3.3861
O 0.2309 0.5536 2.2279
C 0.7238 0.7774 4.5901
C 0.5654 2.1642 4.7182
C 0.9765 2.8329 5.9026
C 1.6209 2.1333 6.9271
C 1.8283 0.7576 6.7696
C 1.3762 0.0784 5.6137
N 2.5441 0.0412 7.8070
O 2.9477 0.6809 8.8041
O 2.7267 -1.1861 7.6714
N 0.6747 4.2294 6.0705
O 0.0744 4.8244 5.1536
O 1.0258 4.7929 7.1308
H 0.0884 2.7293 3.9192
H 1.9582 2.6455 7.8246
H 1.5150 -0.9953 5.5279

Forces on atoms 1 to 6 (eV/Å):
O 0.052 0.590 -2.098
C -0.115 1.198 0.811
C -0.385 -0.014 0.850
H -0.314 -0.100 -0.067
H 0.411 -0.165 0.525
C 0.267 -0.990 -0.860

Mulliken population analysis, charges in e, atoms 1 to 6: number 1, O, carries -0.39; number 2, C, carries -0.15; number 3, C, carries -0.82; number 4, H, carries -0.05; number 5, H, carries 0.29; number 6, C, carries 1.51

=====

# 3
Density functional theory data (the ωB97M-V functional and the def2-TZVPD basis) for an isolated molecule of C5H8O.

Output
**Total charge**: 0
**SMILES string**: CC1CC(=O)C1
**Frontier orbital gap**: 10.2 eV
**Lowest unoccupied orbital energy**: 1.00 eV
**E_HOMO**: -9.153 eV

Positions of all 14 atoms, in Å:
C -0.6142 1.4806 0.7271
C -0.1637 0.0430 0.6897
C 1.2357 -0.1813 0.1428
C 0.7509 -1.2101 -0.8519
O 1.3403 -2.0778 -1.4376
C -0.7253 -0.9503 -0.7185
H -0.4752 1.9475 -0.2625
H -1.6509 1.6138 1.0402
H 0.0025 2.0762 1.4193
H -0.8031 -0.7975 0.9538
H 2.0629 -0.5105 0.7743
H 1.5670 0.7114 -0.4173
H -1.3284 -1.8927 -0.6681
H -1.1985 -0.2523 -1.3913

Forces on atoms 1 to 6 (eV/Å):
C -0.204 0.079 -0.004
C -1.445 -1.237 -2.137
C 0.250 -0.344 -0.124
C 0.448 -0.159 -0.518
O -0.170 0.052 0.111
C 0.361 0.927 -0.534

Mulliken population analysis, charges in e, atoms 1 to 6: number 1, C, carries -1.37; number 2, C, carries 0.17; number 3, C, carries -0.51; number 4, C, carries 0.35; number 5, O, carries -0.55; number 6, C, carries -0.69

=====

# 4
Density functional theory data (the ωB97M-V functional and the def2-TZVPD basis) for a cluster of 2 separate species, CH4NO2P in total.

Output
**Total charge**: 0
**⟨S²⟩**: 2.01
**Multiplicity**: 3
**Frontier orbital gap (alpha / beta)**: 7.5 / 7.0 eV
**Lowest unoccupied orbital energy (alpha / beta)**: 0.78 / -3.22 eV
**E_HOMO (alpha / beta)**: -6.678 / -10.246 eV

Positions of all 9 atoms, in Å:
C -1.6547 0.9265 0.0675
N 1.2576 -1.4365 0.0677
O -2.2829 -0.0949 0.1247
O 1.4429 1.1320 0.0680
P 2.2667 -0.0603 0.1137
H -1.4789 1.4441 -0.8681
H -1.4992 1.6444 0.8513
H 0.2893 -1.2436 -0.1583
H 1.6591 -2.3118 -0.2665

Forces on atoms 1 to 6 (eV/Å):
C -1.670 1.024 -0.901
N 0.425 -0.501 0.362
O 0.646 -0.439 0.394
O -2.236 3.615 -0.076
P 1.893 -3.513 -0.055
H 0.670 -0.350 -1.054

Mulliken population analysis, charges in e, atoms 1 to 6: number 1, C, carries -0.10; number 2, N, carries -0.37; number 3, O, carries -0.42; number 4, O, carries -0.35; number 5, P, carries 0.23; number 6, H, carries 0.26

=====

# 5
Density functional theory data (the ωB97M-V functional and the def2-TZVPD basis) for a cluster of 2 separate species, CH8N4 in total.

Output
**Total charge**: 0
**SMILES string**: N=C(N)N.N
**Frontier orbital gap**: 9.7 eV
**Lowest unoccupied orbital energy**: 0.78 eV
**E_HOMO**: -8.962 eV

Positions of all 13 atoms, in Å:
N -0.3093 2.2202 2.1480
H -0.8451 2.4401 2.9806
H -0.2998 3.0828 1.6124
H 0.6527 2.0513 2.4098
N -1.1173 -0.2647 -0.3281
C 0.0977 -0.8054 -0.7639
N 1.2251 -0.0948 -0.3731
N 0.2115 -1.9124 -1.3898
H -1.8377 -0.3344 -1.0271
H -1.0098 0.6946 -0.0239
H 1.2680 0.1397 0.6081
H 2.0390 -0.6425 -0.6237
H -0.7094 -2.3001 -1.5458

Forces on atoms 1 to 6 (eV/Å):
N -0.157 0.289 -0.325
H 0.145 -0.219 0.085
H 0.033 -0.065 -0.087
H 0.017 0.000 0.238
N 0.521 0.469 -0.086
C -0.571 -0.784 0.473

Mulliken population analysis, charges in e, atoms 1 to 6: number 1, N, carries -0.67; number 2, H, carries 0.23; number 3, H, carries 0.23; number 4, H, carries 0.23; number 5, N, carries -0.50; number 6, C, carries 0.53

=====

# 6
Density functional theory data (the ωB97M-V functional and the def2-TZVPD basis) for a cluster of 3 separate species, C4H13NO in total.

Output
**Total charge**: 0
**Frontier orbital gap**: 7.7 eV
**Lowest unoccupied orbital energy**: -0.65 eV
**E_HOMO**: -8.319 eV

Positions of all 19 atoms, in Å:
C 0.3973 -1.3280 0.2949
N 0.3096 -0.1673 1.1426
C 0.5487 1.1963 0.6833
C -0.7605 2.0183 0.6318
C -0.9790 -1.7546 -0.1822
H 0.8760 -2.0938 0.9061
H 1.0319 -0.9403 -0.6047
H 0.4135 -0.2685 2.1310
H 1.7327 -0.6316 -1.0771
H 1.3312 1.7348 1.2212
H -0.6041 2.8913 -0.0064
H -1.1036 2.3922 1.5942
H -1.4364 1.3511 0.1055
H -0.8710 -2.5645 -0.9016
H -1.6281 -1.9649 0.6667
H -1.4694 -0.9077 -0.6547
H 0.7875 1.1037 -0.3718
H 0.9093 -0.2428 -2.8918
O 0.4736 -0.0123 -2.0605

Forces on atoms 1 to 6 (eV/Å):
C -0.490 0.987 2.904
N 0.248 0.763 0.360
C -1.266 0.016 -0.725
C 0.911 0.026 -0.353
C 0.351 0.465 -0.978
H 0.244 -0.333 -0.520

Mulliken population analysis, charges in e, atoms 1 to 6: number 1, C, carries 0.20; number 2, N, carries -0.23; number 3, C, carries -0.34; number 4, C, carries -1.01; number 5, C, carries -1.10; number 6, H, carries 0.48

=====

The F_max results, record by record, are as follows: 3.685, 2.955, 3.139, 4.251, 1.079, 3.472 eV/A.
The calculated total energy results, record by record, are as follows: -9402.1380, -75237.7922, -7359.3766, -15971.9830, -7127.6048, -7890.9908 eV.